C7H8O | ωB97M-V/def2-TZVPD

Computed properties:
Orbital gap: 10.2961 eV
Multiplicity: 1
Relative energy (zero: lowest compared OMol25 entry of this formula, charge and spin): 172.83 kcal per mole
Structure (SMILES): C#C[C@]12C[C@H]1CCO2
HOMO energy: -9.4 eV

XYZ file:
```
16
Properties=species:S:1:pos:R:3:mulliken_charge:R:1
C -2.850 0.489 -1.172 -0.343
C -1.811 -0.130 -0.705 -0.767
C -0.509 -0.401 -0.074 1.121
C -0.596 -0.936 1.336 -0.875
C 0.270 0.354 1.016 -0.138
C 1.728 0.240 0.365 -0.631
C 1.318 0.123 -1.090 -0.422
H -3.684 0.713 -1.685 0.479
H -1.540 -0.745 2.050 0.273
H -0.056 -1.888 2.082 0.216
H 0.263 1.458 1.339 0.245
H 2.077 1.291 0.275 0.305
H 2.234 -0.538 0.826 0.390
H 2.171 -0.219 -1.980 0.240
H 0.615 1.056 -1.444 0.311
O 0.371 -0.867 -1.139 -0.402
```

***

C6H8N2O3S | ωB97M-V/def2-TZVPD

Computed properties:
Orbital gap (alpha / beta): 6.2949 / 6.2991 eV
Multiplicity: 1
Relative energy (zero: lowest compared OMol25 entry of this formula, charge and spin): 235.77 kcal per mole
HOMO energy (alpha / beta): -8.0 / -8.0 eV

XYZ file:
```
20
Properties=species:S:1:pos:R:3:mulliken_charge:R:1
C 1.327 -0.719 -1.059 -0.194
C 0.652 0.591 -1.159 0.120
C 1.045 -2.038 -0.537 -0.322
C -0.523 1.137 -1.063 -0.523
C -1.122 -2.130 0.695 -0.265
C -0.068 1.376 1.974 -0.668
N 0.004 -2.657 -0.001 -0.113
N -0.996 2.328 -1.340 0.928
O -1.077 2.664 -2.551 -0.584
O -1.484 3.093 -0.466 -0.615
O -0.181 0.017 1.618 -0.208
S -1.450 -0.473 0.751 0.247
H 2.348 -0.727 -1.523 0.235
H 1.549 1.258 -1.303 0.233
H 2.006 -2.578 -0.409 0.286
H -2.066 -2.682 0.417 0.302
H 0.868 1.832 1.467 0.193
H 0.080 1.377 2.962 0.329
H -0.923 1.946 1.675 0.372
H 0.011 -3.613 -0.146 0.244
```

***

C24H58ClIN7O3P2 | ωB97M-V/def2-TZVPD

Computed properties:
Orbital gap (alpha / beta): 8.7949 / 8.5997 eV
Multiplicity: 2
HOMO energy (alpha / beta): -8.3 / -8.3 eV

XYZ file:
```
96
Properties=species:S:1:pos:R:3:mulliken_spin:R:1
C 4.021 0.356 -10.002 0.000
C 4.291 -0.830 -9.085 0.001
I 6.405 -0.981 -8.627 0.000
C 3.390 -0.968 -7.846 0.000
C 3.080 0.273 -6.987 -0.040
Cl 1.680 1.142 -7.775 0.001
C 4.281 1.168 -6.716 0.036
C 4.148 2.193 -5.579 0.036
C 5.592 2.663 -5.267 -0.001
C 3.406 3.488 -5.988 0.006
N 3.631 1.594 -4.317 0.342
O 4.547 0.906 -3.721 0.575
C 2.405 0.762 -4.499 0.029
C 1.133 1.625 -4.574 0.007
C 2.216 -0.055 -3.191 -0.012
C 2.540 -0.264 -5.629 0.040
H 2.948 0.397 -10.194 0.000
H 4.489 0.159 -10.968 0.000
H 4.397 1.307 -9.637 0.000
H 4.114 -1.720 -9.685 0.000
H 3.882 -1.678 -7.178 0.000
H 2.453 -1.438 -8.152 -0.001
H 5.090 0.498 -6.412 -0.001
H 4.643 1.702 -7.593 -0.004
H 6.288 1.826 -5.295 0.004
H 5.644 3.106 -4.274 -0.005
H 5.935 3.391 -6.001 0.000
H 2.503 3.309 -6.561 0.001
H 3.166 4.040 -5.076 -0.010
H 4.102 4.113 -6.540 0.000
H 1.032 2.173 -3.637 -0.008
H 1.134 2.325 -5.404 -0.001
H 0.281 0.964 -4.725 0.000
H 2.427 0.563 -2.323 -0.005
H 1.160 -0.334 -3.175 0.001
H 2.795 -0.973 -3.219 0.001
H 1.539 -0.645 -5.837 -0.003
H 3.184 -1.089 -5.324 0.008
O -0.338 -2.108 -0.455 0.000
P -1.651 -1.937 0.235 0.000
N -2.689 -2.871 -0.769 0.000
C -4.128 -2.739 -0.873 0.000
C -2.264 -4.253 -0.979 0.000
N -1.896 -0.254 -0.017 0.000
C -3.134 0.305 -0.519 0.000
C -0.760 0.499 -0.530 0.000
N -2.663 -1.929 1.638 0.000
C -2.246 -0.975 2.699 0.000
C -2.718 -3.258 2.297 0.000
H -4.678 -3.118 0.001 0.000
H -4.477 -3.300 -1.742 0.000
H -4.440 -1.715 -1.047 0.000
H -2.418 -4.888 -0.096 0.000
H -1.206 -4.293 -1.235 0.000
H -2.811 -4.699 -1.811 0.000
H -3.289 0.083 -1.583 0.000
H -3.124 1.392 -0.403 0.000
H -3.991 -0.040 0.059 0.000
H -0.621 0.357 -1.609 0.000
H 0.159 0.213 -0.027 0.000
H -0.902 1.566 -0.337 0.000
H -1.221 -1.159 3.032 0.000
H -2.904 -1.067 3.560 0.000
H -2.318 0.055 2.368 0.000
H -1.724 -3.637 2.552 0.000
H -3.215 -3.992 1.663 0.000
H -3.304 -3.192 3.212 0.000
O -2.253 -0.416 5.801 0.000
P -2.044 0.384 7.046 0.000
N -1.040 -0.662 7.963 0.000
C -0.864 -0.642 9.403 0.000
C 0.180 -1.099 7.285 0.000
N -3.646 0.382 7.666 0.000
C -3.971 0.054 9.040 0.000
C -4.693 -0.105 6.775 0.000
N -1.659 1.848 7.887 0.000
C -2.552 2.990 7.571 0.000
C -0.281 2.318 7.598 0.000
H -0.268 0.206 9.770 0.000
H -0.352 -1.555 9.712 0.000
H -1.807 -0.646 9.937 0.000
H 0.938 -0.307 7.214 0.000
H -0.043 -1.435 6.273 0.000
H 0.629 -1.943 7.810 0.000
H -3.847 -1.015 9.251 0.000
H -5.011 0.318 9.248 0.000
H -3.378 0.641 9.742 0.000
H -4.720 -1.200 6.721 0.000
H -4.563 0.284 5.769 0.000
H -5.665 0.247 7.128 0.000
H -2.566 3.223 6.503 0.000
H -2.210 3.873 8.113 0.000
H -3.570 2.799 7.894 0.000
H -0.099 2.442 6.527 0.000
H 0.461 1.627 7.995 0.000
H -0.105 3.274 8.088 0.000
```

***

C59H97FInN20O2 | ωB97M-V/def2-TZVPD

Computed properties:
Orbital gap: 6.5113 eV
Multiplicity: 1
Net charge: -1
HOMO energy: -5.1 eV

XYZ file:
```
180
Properties=species:S:1:pos:R:3:mulliken_charge:R:1
C 8.682 0.944 3.416 -1.171
C 8.200 2.407 3.461 0.015
C 6.828 2.453 2.790 -0.683
C 6.286 3.866 2.509 -0.931
C 5.788 3.971 1.046 0.143
C 4.498 4.771 0.878 -0.876
C 3.257 3.906 1.208 -0.574
C 2.311 3.819 -0.005 -0.325
C 0.824 3.583 0.377 -0.625
C 0.273 2.333 -0.350 -1.205
In -1.543 1.592 0.678 1.439
F -1.315 2.008 2.680 -0.828
C -3.462 2.547 0.103 -1.568
C -4.448 2.592 1.301 -0.134
C -5.898 2.662 0.777 -0.425
C -6.843 3.469 1.638 -1.237
N -7.203 2.796 2.884 0.615
C -8.420 2.248 3.071 -0.550
C -8.492 1.717 4.310 -0.588
C -7.228 1.959 4.893 -0.490
C -6.459 2.615 4.005 -0.879
O -1.863 -0.462 0.496 -0.850
C -0.969 -1.127 -0.329 0.152
C -0.365 -2.337 0.407 0.622
C -1.427 -3.399 0.627 -1.636
O 0.134 -1.861 1.653 -0.555
H 8.204 0.406 2.602 0.208
H 8.447 0.400 4.330 0.333
H 9.765 0.893 3.317 0.382
H 8.921 2.990 2.892 -0.014
H 8.177 2.708 4.505 0.286
H 6.923 1.890 1.866 0.340
H 6.125 1.915 3.427 0.252
H 7.110 4.572 2.605 0.519
H 5.481 4.123 3.192 0.429
H 5.649 3.001 0.569 0.549
H 6.562 4.486 0.480 -0.679
H 4.505 5.661 1.508 0.363
H 4.455 5.122 -0.152 0.351
H 3.565 2.896 1.476 0.189
H 2.753 4.341 2.069 0.499
H 2.447 4.681 -0.654 0.153
H 2.601 2.955 -0.604 0.177
H 0.804 3.429 1.453 0.428
H 0.226 4.460 0.129 0.217
H 1.039 1.569 -0.224 0.483
H 0.131 2.598 -1.397 0.320
H -3.920 1.919 -0.665 0.436
H -3.337 3.538 -0.340 0.376
H -4.199 3.488 1.866 0.272
H -4.271 1.696 1.889 0.288
H -5.845 3.142 -0.199 0.441
H -6.263 1.649 0.602 0.154
H -6.470 4.475 1.820 0.330
H -7.771 3.601 1.087 0.390
H -9.203 2.239 2.335 0.359
H -9.332 1.218 4.748 0.536
H -6.962 1.649 5.890 0.619
H -5.449 2.960 4.124 0.462
H -0.156 -0.501 -0.718 0.287
H -1.499 -1.537 -1.210 -0.479
H 0.471 -2.755 -0.163 0.273
H -0.953 -4.296 1.035 0.338
H -1.939 -3.688 -0.286 0.238
H -2.121 -3.034 1.383 0.521
H -0.511 -2.056 2.337 0.297
C -5.897 -0.953 2.169 1.037
C -6.764 -1.632 1.220 0.368
N -7.456 -2.169 0.477 -0.563
H -5.677 -1.586 3.026 -0.186
H -4.946 -0.675 1.714 -0.150
H -6.359 -0.039 2.548 -0.489
C -6.439 4.788 7.857 -0.614
C -6.832 3.485 8.374 0.454
N -7.138 2.465 8.802 -0.461
H -7.310 5.419 7.693 0.137
H -5.777 5.301 8.554 0.328
H -5.918 4.697 6.905 0.164
C 0.388 -6.940 -0.579 -0.908
C 0.267 -5.930 -1.620 0.244
N 0.160 -5.124 -2.431 -0.282
H -0.513 -7.537 -0.509 0.212
H 1.217 -7.616 -0.778 0.433
H 0.559 -6.481 0.393 0.344
C 6.628 5.011 -2.828 -0.689
C 7.054 5.740 -1.646 0.558
N 7.386 6.281 -0.690 -0.516
H 7.108 5.405 -3.723 0.354
H 6.885 3.954 -2.743 0.135
H 5.549 5.087 -2.961 0.246
C 9.423 -0.607 -0.386 -0.539
C 8.684 0.423 -1.094 0.540
N 8.101 1.239 -1.654 -0.504
H 9.105 -1.604 -0.689 0.232
H 10.494 -0.526 -0.572 0.309
H 9.267 -0.532 0.690 0.003
C 5.513 -1.860 -1.901 -0.401
C 6.898 -2.272 -2.041 0.591
N 7.999 -2.584 -2.153 -0.673
H 5.312 -1.509 -0.889 0.036
H 5.278 -1.052 -2.593 0.447
H 4.837 -2.685 -2.112 -0.027
C 7.851 -4.374 -5.072 -0.272
C 7.295 -5.540 -5.740 0.320
N 6.853 -6.458 -6.269 -0.434
H 8.896 -4.531 -4.808 0.282
H 7.801 -3.490 -5.707 0.246
H 7.308 -4.153 -4.158 -0.152
C -8.183 -3.240 4.748 -0.771
C -6.736 -3.142 4.846 0.392
N -5.594 -3.053 4.907 -0.431
H -8.644 -3.180 5.733 0.301
H -8.585 -2.432 4.138 0.255
H -8.479 -4.184 4.292 0.284
C -1.179 6.315 -2.171 -0.749
C 0.260 6.159 -2.303 0.446
N 1.397 6.042 -2.407 -0.431
H -1.454 6.531 -1.139 0.301
H -1.546 7.128 -2.795 0.380
H -1.701 5.410 -2.470 0.013
C 3.268 -2.394 1.714 -0.624
C 4.219 -2.865 0.718 0.631
N 4.963 -3.236 -0.075 -0.548
H 2.336 -2.072 1.254 -0.086
H 3.025 -3.179 2.428 0.320
H 3.669 -1.549 2.272 0.326
C -2.323 -2.475 -4.042 0.177
C -2.681 -1.068 -4.011 0.378
N -2.969 0.043 -3.986 -0.409
H -3.116 -3.071 -4.488 -0.004
H -1.419 -2.644 -4.626 -0.088
H -2.139 -2.861 -3.040 -0.077
C -6.356 -2.850 -5.294 -0.861
C -5.249 -3.362 -6.086 0.508
N -4.362 -3.759 -6.698 -0.487
H -7.206 -2.603 -5.927 0.334
H -6.684 -3.586 -4.561 0.280
H -6.063 -1.949 -4.755 0.284
C -2.211 3.305 -5.140 -0.692
C -2.585 4.708 -5.093 0.412
N -2.872 5.818 -5.055 -0.435
H -2.991 2.705 -5.605 0.284
H -1.294 3.161 -5.710 0.314
H -2.046 2.906 -4.139 0.152
C 10.148 5.318 0.577 -0.473
C 11.023 5.144 1.727 0.285
N 11.715 5.006 2.632 -0.427
H 9.315 4.617 0.605 -0.017
H 9.730 6.321 0.544 0.290
H 10.689 5.153 -0.354 0.337
C -2.895 -8.962 1.732 -0.822
C -1.497 -9.168 1.388 0.465
N -0.392 -9.319 1.117 -0.424
H -3.007 -8.753 2.795 0.278
H -3.312 -8.121 1.179 0.286
H -3.487 -9.845 1.498 0.289
C -11.096 5.686 7.411 -0.916
C -10.061 5.367 6.440 0.408
N -9.244 5.116 5.674 -0.331
H -12.040 5.908 6.915 0.309
H -11.262 4.850 8.090 0.271
H -10.818 6.553 8.007 0.282
C 3.714 -6.195 -1.618 -0.554
C 4.534 -5.465 -2.568 0.233
N 5.171 -4.870 -3.313 -0.276
H 2.691 -6.291 -1.981 -0.154
H 4.110 -7.195 -1.449 0.404
H 3.681 -5.677 -0.659 0.261
C -5.365 -6.975 -7.872 -0.656
C -5.910 -8.186 -7.279 0.305
N -6.341 -9.141 -6.812 -0.356
H -6.158 -6.323 -8.235 0.242
H -4.778 -6.409 -7.150 0.170
H -4.716 -7.208 -8.714 0.278
C 1.643 -4.087 -5.592 -0.843
C 2.211 -3.384 -4.454 0.324
N 2.659 -2.834 -3.553 -0.277
H 2.068 -3.722 -6.526 0.357
H 1.843 -5.155 -5.529 0.252
H 0.563 -3.948 -5.636 0.191
```

***

C4H11O2Pt | ωB97M-V/def2-TZVPD

Computed properties:
Orbital gap (alpha / beta): 6.2801 / 8.3938 eV
Multiplicity: 4
Relative energy (zero: lowest compared OMol25 entry of this formula, charge and spin): 15.49 kcal per mole
HOMO energy (alpha / beta): -5.6 / -9.6 eV

XYZ file:
```
18
Properties=species:S:1:pos:R:3:mulliken_spin:R:1
H 1.196 0.132 0.063 0.003
O -0.791 -0.148 2.677 0.005
C -1.297 -1.465 2.626 0.001
H -0.771 -2.138 3.323 0.001
H -2.362 -1.417 2.890 0.001
H -1.259 -1.867 1.599 0.003
C 2.003 0.450 -2.517 0.015
O 0.685 0.448 -2.022 0.276
C 0.530 0.788 -0.621 -0.005
C -0.904 0.498 -0.239 0.320
Pt -1.140 0.065 -2.316 2.386
H 1.979 -0.023 -3.505 0.035
H 2.373 1.483 -2.609 -0.002
H 2.666 -0.121 -1.848 0.000
H -1.361 1.394 0.205 -0.021
H 0.891 1.819 -0.476 0.000
H -1.529 0.505 2.375 -0.001
H -0.910 -0.405 0.394 -0.015
```

***

C5H8N2O | ωB97M-V/def2-TZVPD

Computed properties:
Orbital gap: 9.4189 eV
Multiplicity: 1
Relative energy (zero: lowest compared OMol25 entry of this formula, charge and spin): 78.90 kcal per mole
Structure (SMILES): C=C1CONC(C)=N1
HOMO energy: -8.5 eV

XYZ file:
```
16
Properties=species:S:1:pos:R:3:mulliken_charge:R:1
C 2.466 -0.658 0.032 -0.992
C 1.102 -0.057 -0.164 0.555
C -1.209 -0.406 0.000 0.408
C -2.190 -1.226 -0.112 -0.797
C -1.393 1.056 0.236 -0.311
H 3.093 -0.591 -0.904 0.265
H 2.883 -0.272 0.947 0.345
H 2.225 -1.701 0.301 0.293
H -1.940 -2.263 -0.302 0.328
H -3.211 -0.808 -0.106 0.232
H -2.413 1.369 -0.094 0.330
H -1.361 1.417 1.267 0.233
H 1.452 1.995 -0.465 0.287
N 0.106 -0.899 -0.249 -0.534
N 0.824 1.339 0.093 -0.370
O -0.433 1.704 -0.480 -0.272
```

***

C4H2FeO6 | ωB97M-V/def2-TZVPD

Computed properties:
Orbital gap (alpha / beta): 6.8738 / 3.7590 eV
Multiplicity: 6
Net charge: +3
HOMO energy (alpha / beta): -23.5 / -23.5 eV

XYZ file:
```
13
Properties=species:S:1:pos:R:3:mulliken_spin:R:1
O 2.743 1.141 0.410 0.413
C 1.951 0.452 -0.262 -0.030
O 2.327 -0.494 -0.988 0.374
O 0.633 0.782 -0.168 0.033
Fe 4.109 -0.044 -0.329 4.200
H 0.128 -1.224 -0.205 -0.001
O -3.542 -0.483 -0.867 0.003
O -2.286 0.306 0.894 0.001
O -1.338 -0.034 -1.116 0.003
C -0.299 -0.212 -0.105 0.006
C -1.134 -0.079 1.151 -0.001
C -2.527 0.027 -0.596 -0.001
H -0.765 -0.139 2.181 0.000
```

***

C32H44BrFN7 | ωB97M-V/def2-TZVPD

Computed properties:
Orbital gap: 4.9331 eV
Multiplicity: 1
Relative energy (zero: lowest compared OMol25 entry of this formula, charge and spin): 0.00 kcal per mole
Net charge: +1
HOMO energy: -9.5 eV

XYZ file:
```
85
Properties=species:S:1:pos:R:3:mulliken_charge:R:1
C 4.931 -2.223 -0.689 -1.593
C 4.164 -1.140 0.063 1.020
C 4.550 0.281 -0.380 -1.026
C 2.642 -1.264 -0.084 -0.441
C 2.095 -2.661 0.256 -1.089
C 0.611 -2.646 0.407 0.858
C 0.005 -2.743 1.678 -0.489
N -1.291 -2.727 1.891 -0.993
N -2.083 -2.621 0.848 0.858
C -3.535 -2.605 1.135 -1.000
C -4.155 -1.216 0.926 -0.187
C -5.559 -1.357 0.366 -0.396
F -6.224 -2.326 1.109 -0.302
C -1.637 -2.525 -0.402 -0.025
C -0.273 -2.532 -0.651 -0.302
Br 0.335 -2.436 -2.409 -0.146
H 4.803 -3.213 -0.243 0.379
H 4.623 -2.260 -1.740 0.321
H 6.001 -2.005 -0.672 0.412
H 4.386 -1.228 1.134 0.331
H 5.474 0.290 -0.964 -0.041
H 3.776 0.733 -1.003 0.359
H 4.728 0.911 0.494 0.255
H 2.376 -0.981 -1.107 0.544
H 2.171 -0.543 0.595 -0.267
H 2.542 -2.992 1.198 0.484
H 2.361 -3.393 -0.514 0.431
H 0.617 -2.831 2.567 0.448
H -3.999 -3.355 0.492 0.450
H -3.629 -2.941 2.163 0.359
H -4.200 -0.707 1.890 0.280
H -3.547 -0.622 0.237 0.362
H -5.536 -1.683 -0.677 0.311
H -6.119 -0.423 0.441 0.225
H -2.376 -2.449 -1.189 0.592
N 2.710 1.729 2.792 0.078
C 1.858 0.730 3.174 -0.786
C 0.626 1.007 2.639 -0.211
C 0.744 2.222 1.908 -0.496
C 2.044 2.642 2.025 -0.609
H 3.680 1.786 3.047 0.214
H 2.194 -0.077 3.803 0.395
H -0.268 0.419 2.780 0.586
H -0.035 2.735 1.370 0.430
H 2.546 3.508 1.629 0.402
N 2.700 -2.523 -5.283 0.077
C 3.484 -1.406 -5.195 -0.453
C 4.653 -1.667 -5.850 -0.517
C 4.566 -2.990 -6.370 -0.531
C 3.343 -3.491 -6.009 -0.522
H 1.814 -2.609 -4.828 0.093
H 3.153 -0.531 -4.661 0.413
H 5.486 -0.989 -5.944 0.600
H 5.319 -3.514 -6.935 0.430
H 2.890 -4.450 -6.189 0.406
N 6.944 -2.081 -3.421 0.243
C 6.723 -0.765 -3.123 -0.312
C 7.624 -0.394 -2.159 -0.530
C 8.422 -1.533 -1.866 -0.542
C 7.979 -2.555 -2.663 -0.711
H 6.421 -2.611 -4.098 0.162
H 5.949 -0.208 -3.621 0.321
H 7.709 0.587 -1.720 0.530
H 9.234 -1.592 -1.160 0.424
H 8.314 -3.574 -2.755 0.421
N -5.438 2.779 0.763 0.163
C -6.706 2.497 1.207 -0.703
C -7.583 3.222 0.447 -0.377
C -6.819 3.968 -0.491 -0.517
C -5.501 3.679 -0.269 -0.613
H -4.592 2.405 1.149 0.203
H -6.873 1.821 2.029 0.466
H -8.655 3.224 0.557 0.542
H -7.197 4.651 -1.233 0.409
H -4.608 4.042 -0.748 0.417
N -6.366 5.161 5.328 -0.002
C -7.470 5.756 5.876 -0.440
C -8.479 5.697 4.953 -0.768
C -7.964 5.041 3.802 -0.032
C -6.659 4.722 4.064 -0.515
H -5.478 5.068 5.784 0.179
H -7.444 6.170 6.869 0.378
H -9.475 6.084 5.085 0.382
H -8.486 4.833 2.884 0.430
H -5.919 4.228 3.458 0.411
```